No. 1
A molecular structure, C8H15IS. Source: the Open Molecules 2025 dataset; level of theory: wB97M-V/def2-TZVPD.

Geometry as ORCA input:
```
! wB97M-V def2-TZVPD RIJCOSX def2/J DEFGRID3
* xyz 0 1
I -3.321 -0.112 0.174
S 0.867 1.536 0.868
C -0.707 1.833 0.093
C 1.096 0.002 -0.115
C -0.630 2.952 -0.984
C -1.354 0.107 -0.418
C -0.207 -2.076 -0.685
C -0.329 -1.069 1.736
C 2.304 -0.800 0.263
C -0.240 -0.804 0.121
H -1.592 3.185 -1.511
H -0.038 2.601 -1.914
H -1.323 0.058 -1.563
H 1.160 0.278 -1.118
H 0.475 -1.838 2.083
H 2.110 -1.855 0.306
H -1.513 1.963 0.818
H -0.125 3.740 -0.424
H -1.013 -2.070 -1.556
H -0.295 -0.101 2.395
H -1.354 -1.429 1.972
H -0.537 -2.855 -0.033
H 3.096 -0.644 -0.536
H 0.715 -2.151 -1.230
H 2.756 -0.452 1.258
*
```

Calculated values
Frontier orbital gap ... 9.0611 eV
HOMO ... -8.484 eV
E_tot ... -27473.1110 eV
Energy relative to the best compared isomer or geometry (same formula, charge and spin) ... 138.4 kJ/mol

Mulliken atomic charge list, values in e, 4 entries: 0.11, -0.20, -0.10, -0.19

No. 2
2 unconnected molecules or ions with the total composition CH2N2O2. Source: the Open Molecules 2025 dataset; level of theory: wB97M-V/def2-TZVPD.

Geometry as ORCA input:
```
! wB97M-V def2-TZVPD RIJCOSX def2/J DEFGRID3
* xyz 0 1
O 0.534 -1.558 -0.101
O -2.134 -0.248 0.054
N -0.901 -0.070 0.031
N -0.286 0.994 -0.059
C 1.547 -0.998 0.029
H 1.980 -0.029 0.302
H -0.740 1.908 -0.256
*
```

Calculated values
Frontier orbital gap (alpha / beta) ... 6.9317 / 9.2251 eV
HOMO (alpha / beta) ... -8.106 / -9.428 eV
E_tot ... -8138.0884 eV
Energy relative to the best compared isomer or geometry (same formula, charge and spin) ... 702.6 kJ/mol

Mulliken atomic charge list, values in e, 4 entries: -0.22, -0.52, 0.63, -0.59

No. 3
3 unconnected molecules or ions with the total composition C2H7OS2. Source: the Open Molecules 2025 dataset; level of theory: wB97M-V/def2-TZVPD.

Geometry as ORCA input:
```
! wB97M-V def2-TZVPD RIJCOSX def2/J DEFGRID3
* xyz -1 1
S -0.137 -1.580 0.398
S 0.975 -0.150 1.424
O 0.563 0.537 -3.590
C 0.254 0.026 -2.544
C 1.503 -1.092 2.896
H 0.878 -0.677 -1.970
H -3.803 3.107 -1.750
H 0.601 -1.261 3.475
H 1.899 -2.064 2.613
H -0.726 0.228 -2.084
H -4.257 3.403 -2.256
H 2.249 -0.476 3.389
*
```

Calculated values
Frontier orbital gap ... 6.0949 eV
HOMO ... -2.381 eV
E_tot ... -25905.2464 eV
Energy relative to the best compared isomer or geometry (same formula, charge and spin) ... 159.0 kJ/mol

Mulliken atomic charge list, values in e, 4 entries: -0.73, -0.17, -0.49, 0.08

No. 4
3 unconnected molecules or ions with the total composition C4H14NO2. Source: the Open Molecules 2025 dataset; level of theory: wB97M-V/def2-TZVPD.

Geometry as ORCA input:
```
! wB97M-V def2-TZVPD RIJCOSX def2/J DEFGRID3
* xyz 1 1
O 3.177 -0.119 1.867
O -0.427 1.162 -2.776
N 0.714 0.078 -0.592
C -1.603 -0.455 0.070
C 1.821 -0.521 -0.741
C -2.625 -0.253 1.184
C -0.178 -0.007 0.542
H -0.046 0.934 -3.622
H -1.559 -1.527 -0.160
H -3.617 -0.552 0.869
H -1.850 -0.016 -0.896
H 3.996 -0.565 2.093
H -2.582 0.803 1.468
H 2.098 -0.629 -1.787
H 0.126 -0.797 1.224
H 2.343 -1.110 -0.006
H -0.705 2.085 -2.900
H -2.284 -0.811 2.058
H 0.333 0.705 -1.331
H 3.289 0.650 2.422
H -0.423 0.945 1.015
*
```

Calculated values
Frontier orbital gap ... 11.0741 eV
HOMO ... -15.220 eV
E_tot ... -9953.2088 eV
Energy relative to the best compared isomer or geometry (same formula, charge and spin) ... 149.8 kJ/mol

Mulliken atomic charge list, values in e, 4 entries: -0.58, -0.67, 0.11, -0.42

- The highest energy relative to the best compared isomer or geometry (same formula, charge and spin) belongs to which entry?
  CH2N2O2

- The highest energy relative to the best compared isomer or geometry (same formula, charge and spin) belongs to which entry?
  CH2N2O2

- Which of these has the highest E_tot?
  CH2N2O2

- energy relative to the best compared isomer or geometry (same formula, charge and spin) of number 4 (C4H14NO2)?
  149.8 kJ/mol